54
Properties=species:S:1:pos:R:3 method="wB97M-V/def2-TZVPD" e_homo_ev=-16.76 total_charge=+3 largest_force_ev_per_a=0.41
Re -1.2348 1.0501 -0.8738
C -2.0879 0.7687 3.5246
C -0.6322 0.8681 3.2126
N 0.2473 0.9139 4.2129
C 1.5361 1.0191 3.9582
C 2.1037 1.1035 2.6788
C 3.5998 1.2823 2.6526
O 4.1531 1.0495 1.3709
C 1.2119 1.0601 1.5975
C 1.6677 1.2349 0.2326
N 0.9661 1.4335 -0.8444
C 1.7431 1.8062 -2.0012
C 2.9648 2.4693 -1.8828
C 3.7075 2.7896 -3.0075
C 3.2467 2.4828 -4.2785
C 2.0096 1.8764 -4.4292
C 1.2893 1.5625 -3.2916
I -0.6391 0.8064 -3.5408
C -0.1491 0.9241 1.9143
O -1.0448 0.8613 0.9007
H -2.2157 0.7595 4.6031
H -2.5207 -0.1450 3.1103
H -2.6342 1.6160 3.1046
H 2.1888 1.0401 4.8259
H 4.0238 0.5919 3.3864
H 3.8225 2.2989 2.9966
H 5.1148 1.0662 1.4364
H 2.7470 1.2397 0.1446
H 3.3386 2.7766 -0.9154
H 4.6500 3.3059 -2.8857
H 3.8274 2.7429 -5.1528
H 1.6182 1.6734 -5.4175
S -4.4621 3.5619 1.0764
Sb -3.7741 4.0541 -0.9299
S -3.2844 0.5492 -1.3553
S -1.3760 3.2483 -1.0961
S -4.2900 4.8857 -2.8663
O -3.2561 -1.2220 -1.4406
C -2.1335 -1.8105 -1.2019
O -1.0655 -1.2162 -0.9784
C -2.2427 -3.3227 -1.2241
N -0.8703 -3.9353 -1.0708
C -0.8918 -4.8359 0.1691
C -2.0041 -4.2344 1.0044
C -3.0625 -3.8804 -0.0387
H -2.6643 -3.6061 -2.1879
H -0.1803 -3.1883 -0.9500
H -0.5992 -4.4617 -1.9025
H 0.1003 -4.8337 0.6114
H -1.1337 -5.8389 -0.1766
H -1.6542 -3.3525 1.5460
H -2.3743 -4.9485 1.7370
H -3.8092 -3.1676 0.3041
H -3.5916 -4.7726 -0.3719

***

44
Properties=species:S:1:pos:R:3 method="wB97M-V/def2-TZVPD" e_homo_ev=-7.39 e_above_lowest_kcal_mol=77.1 smiles="CN(C)c1ccc(/C=N/NC(=O)[C@@H]2C[C@@H]2c2ccccc2)cc1" largest_force_ev_per_a=1.14
C 2.2628 -5.2668 0.4690
N 1.2062 -5.0748 -0.4929
C 0.4539 -3.9338 -0.4783
C -0.6182 -3.7523 -1.3684
C -1.3691 -2.6000 -1.3521
C -1.0994 -1.5686 -0.4502
C -0.0320 -1.7438 0.4366
C 0.7242 -2.8896 0.4256
H 1.5384 -2.9755 1.1261
H 0.1881 -0.9506 1.1334
C -1.8965 -0.3711 -0.4439
N -1.6948 0.5648 0.3984
N -2.4641 1.6648 0.3587
C -2.2526 2.7380 1.1754
O -2.9256 3.7418 1.0627
C -1.1586 2.5341 2.1654
C -0.6304 3.7158 2.9130
C 0.2193 3.1003 1.8432
C 0.4889 3.7225 0.5268
C -0.1954 4.8384 0.0562
C 0.0853 5.3575 -1.1950
C 1.0516 4.7755 -1.9970
C 1.7384 3.6641 -1.5389
C 1.4586 3.1445 -0.2891
H 1.9940 2.2725 0.0603
H 2.4930 3.1997 -2.1574
H 1.2677 5.1842 -2.9733
H -0.4570 6.2236 -1.5457
H -0.9621 5.3019 0.6559
H 1.0406 2.4794 2.1856
H -0.3297 3.5825 3.9413
H -1.1062 4.6631 2.7142
H -1.1809 1.5594 2.6336
H -3.1994 1.7509 -0.3485
H -2.6900 -0.2969 -1.1999
H -2.1876 -2.4944 -2.0507
H -0.8720 -4.5198 -2.0807
C 0.9200 -6.1283 -1.4343
H 0.9802 -5.7613 -2.4631
H -0.0776 -6.5502 -1.2720
H 1.6484 -6.9271 -1.3196
H 2.7101 -6.2476 0.3276
H 1.8808 -5.2123 1.4931
H 3.0487 -4.5145 0.3491